ORCA calculation (ωB97M-V with the def2-TZVPD basis set) on a 6-piece molecular cluster, C46H103N3O5PS overall.

M ... 841.39 g/mol
HOMO energy ... -11.63 eV
Total charge ... +1
Kohn-Sham gap ... 9.355 eV

Geometry as XYZ:
```
159
Properties=species:S:1:pos:R:3:lowdin_charge:R:1
C 5.735 -3.278 -0.691 0.056
C 5.008 -2.269 -0.261 -0.071
C 4.366 -1.305 -1.186 -0.534
O 3.611 -1.597 -2.058 0.139
O 4.720 -0.030 -0.921 -0.022
C 3.684 0.947 -1.111 -0.153
C 2.606 0.861 -0.021 -0.150
C 1.191 0.719 -0.595 -0.208
C 0.542 2.049 -1.002 -0.194
C -0.989 2.044 -0.925 -0.194
C -1.577 0.979 -1.857 -0.158
C -3.065 0.594 -1.712 -0.450
C -4.014 1.657 -2.305 -0.125
C -4.248 2.946 -1.503 -0.228
N -5.328 2.799 -0.507 0.013
C -3.393 0.259 -0.252 -0.111
C -4.780 -0.351 -0.028 -0.111
C -5.220 -1.461 -0.995 -0.472
N -6.650 -1.375 -1.186 0.103
P -4.683 -3.144 -0.437 0.478
O -3.253 -3.366 -0.688 -0.233
O -5.692 -4.111 -1.203 -0.098
O -5.230 -3.268 1.046 -0.078
N -4.636 -1.261 -2.390 0.080
C -3.221 -0.738 -2.465 -0.543
S -2.789 -0.725 -4.231 0.879
H 6.216 -3.952 0.006 0.070
H 5.871 -3.448 -1.752 0.076
H 4.868 -2.089 0.800 0.089
H 3.243 0.805 -2.101 0.119
H 4.196 1.908 -1.111 0.129
H 2.663 1.748 0.614 0.113
H 2.823 -0.006 0.608 0.115
H 1.258 0.068 -1.473 0.107
H 0.544 0.202 0.124 0.115
H 0.819 2.293 -2.036 0.121
H 0.934 2.868 -0.391 0.115
H -1.340 3.031 -1.243 0.104
H -1.308 1.909 0.113 0.112
H -1.396 1.295 -2.888 0.111
H -1.000 0.057 -1.712 0.113
H -5.020 1.246 -2.465 0.112
H -3.636 1.934 -3.296 0.115
H -4.540 3.718 -2.218 0.120
H -3.327 3.300 -1.037 0.096
H -5.917 3.623 -0.530 0.073
H -4.937 2.785 0.430 0.073
H -2.630 -0.440 0.114 0.136
H -3.315 1.154 0.367 0.114
H -4.790 -0.777 0.979 0.117
H -5.552 0.422 -0.049 0.098
H -7.039 -2.195 -1.638 0.089
H -7.139 -1.214 -0.315 0.097
H -5.219 -4.723 -1.792 0.083
H -4.584 -2.970 1.703 0.109
H -4.623 -2.154 -2.894 0.114
H -5.294 -0.665 -2.902 0.158
H -2.625 -1.505 -1.968 0.109
H -1.699 -1.489 -4.121 -0.089
C 4.730 0.141 6.495 -0.107
C 6.110 0.057 5.849 -0.261
C 6.101 0.339 4.348 -0.220
C 5.264 -0.635 3.518 -0.230
C 5.661 -2.105 3.657 -0.270
C 7.086 -2.395 3.196 -0.104
H 4.043 -0.607 6.095 0.064
H 4.796 -0.022 7.572 0.071
H 4.290 1.128 6.334 0.067
H 6.548 -0.925 6.047 0.101
H 6.771 0.784 6.330 0.095
H 7.130 0.343 3.980 0.106
H 5.721 1.352 4.180 0.094
H 5.345 -0.345 2.464 0.098
H 4.208 -0.526 3.782 0.101
H 4.965 -2.707 3.064 0.093
H 5.536 -2.437 4.691 0.100
H 7.228 -2.094 2.155 0.066
H 7.315 -3.459 3.272 0.072
H 7.821 -1.860 3.799 0.068
C -7.851 -7.047 -5.387 -0.106
C -6.667 -6.688 -6.280 -0.263
C -5.335 -6.628 -5.535 -0.218
C -5.273 -5.580 -4.424 -0.234
C -5.565 -4.151 -4.885 -0.264
C -4.577 -3.616 -5.913 -0.112
H -8.016 -6.301 -4.607 0.063
H -8.771 -7.117 -5.967 0.074
H -7.692 -8.010 -4.899 0.079
H -6.862 -5.736 -6.782 0.099
H -6.579 -7.431 -7.075 0.110
H -4.529 -6.447 -6.250 0.106
H -5.128 -7.607 -5.094 0.115
H -4.275 -5.613 -3.970 0.114
H -5.983 -5.859 -3.636 0.096
H -5.550 -3.497 -4.002 0.062
H -6.582 -4.081 -5.278 0.109
H -3.554 -3.651 -5.534 0.066
H -4.805 -2.579 -6.164 0.063
H -4.614 -4.189 -6.839 0.075
C 7.605 -0.734 -2.436 -0.113
C 9.005 -0.820 -3.034 -0.261
C 9.070 -0.379 -4.496 -0.227
C 8.216 -1.214 -5.452 -0.230
C 8.529 -2.709 -5.452 -0.272
C 9.957 -3.034 -5.879 -0.110
H 6.909 -1.392 -2.962 0.062
H 7.605 -1.027 -1.386 0.065
H 7.211 0.283 -2.496 0.078
H 9.382 -1.841 -2.935 0.099
H 9.683 -0.191 -2.451 0.106
H 10.112 -0.395 -4.825 0.101
H 8.749 0.665 -4.566 0.109
H 8.350 -0.825 -6.466 0.109
H 7.157 -1.073 -5.216 0.099
H 7.831 -3.210 -6.127 0.103
H 8.342 -3.130 -4.459 0.094
H 10.160 -2.645 -6.879 0.076
H 10.127 -4.111 -5.900 0.069
H 10.691 -2.601 -5.198 0.065
C 5.433 4.859 9.150 -0.108
C 5.596 3.856 8.014 -0.275
C 6.790 4.142 7.105 -0.226
C 6.729 5.480 6.366 -0.224
C 5.485 5.671 5.499 -0.267
C 5.353 4.634 4.388 -0.111
H 5.252 5.868 8.776 0.066
H 4.591 4.594 9.791 0.070
H 6.329 4.889 9.773 0.077
H 4.678 3.820 7.420 0.094
H 5.722 2.855 8.436 0.100
H 6.884 3.329 6.378 0.088
H 7.707 4.114 7.703 0.112
H 7.619 5.567 5.734 0.110
H 6.791 6.301 7.084 0.102
H 5.520 6.669 5.056 0.104
H 4.588 5.650 6.124 0.098
H 6.228 4.649 3.734 0.078
H 4.473 4.827 3.772 0.068
H 5.256 3.624 4.790 0.044
C -11.400 4.173 3.550 -0.108
C -9.927 4.124 3.160 -0.271
C -9.662 4.568 1.721 -0.230
C -10.342 3.713 0.650 -0.226
C -9.989 2.227 0.698 -0.264
C -8.503 1.956 0.483 -0.126
H -12.004 3.498 2.941 0.066
H -11.540 3.885 4.592 0.071
H -11.801 5.182 3.427 0.078
H -9.541 3.113 3.317 0.096
H -9.357 4.772 3.831 0.105
H -8.581 4.584 1.548 0.094
H -9.998 5.602 1.602 0.111
H -10.073 4.109 -0.335 0.109
H -11.426 3.821 0.729 0.104
H -10.563 1.708 -0.074 0.106
H -10.307 1.797 1.651 0.100
H -8.167 2.350 -0.477 0.064
H -8.299 0.883 0.488 0.050
H -7.892 2.409 1.266 0.063
```